(1)
{
  "formula": "C23H27BClI2N10O2W",
  "method": "ωB97M-V/def2-TZVPD",
  "total_charge": 2,
  "lumo_energy_ev": [-7.85, -10.34],
  "homo_energy_ev": [-13.6257, -13.6268],
  "spin_multiplicity": 4,
  "species": ["W", "C", "C", "C", "C", "N", "N", "B", "N", "C", "C", "C", "C", "N", "N", "C", "C", "C", "C", "N", "N", "C", "C", "C", "C", "N", "H", "H", "H", "H", "H", "H", "H", "H", "H", "H", "H", "H", "H", "H", "H", "H", "H", "H", "H", "H", "I", "C", "I", "H", "H", "O", "N", "N", "O", "C", "C", "C", "C", "C", "C", "H", "H", "H", "H", "H", "Cl"],
  "xyz": [[-0.3741, -0.1929, -0.1560], [3.3477, 0.1514, -0.1696], [2.5571, 0.4657, 1.0567], [3.1153, 0.8974, 2.2485], [2.0775, 0.9656, 3.1577], [0.9523, 0.6055, 2.5419], [1.2194, 0.2992, 1.2329], [-0.4735, 0.3412, 3.0710], [-1.4162, 1.2843, 2.2635], [-2.1596, 2.2895, 2.7092], [-2.7332, 2.9395, 1.6245], [-2.2809, 2.2721, 0.5060], [-2.6244, 2.5730, -0.9096], [-1.4616, 1.2556, 0.9005], [-0.7529, -1.1440, 2.6946], [-0.8486, -2.1721, 3.5452], [-0.7088, -3.3470, 2.8405], [-0.4971, -2.9774, 1.5182], [-0.2631, -3.9215, 0.3905], [-0.5201, -1.6261, 1.4396], [-0.7032, 0.5567, 4.5281], [-1.8808, 0.3606, 5.1916], [-1.6590, 0.6135, 6.5140], [-0.2887, 0.9664, 6.5943], [0.5002, 1.3249, 7.8088], [0.2724, 0.9300, 5.4002], [3.5051, -0.9241, -0.2515], [4.3249, 0.6219, -0.0781], [2.8840, 0.4890, -1.0909], [4.1546, 1.1085, 2.4300], [2.0397, 1.2229, 4.2033], [-2.2365, 2.4887, 3.7652], [-3.3971, 3.7858, 1.6486], [-3.3985, 3.3364, -0.9288], [-2.9989, 1.6914, -1.4277], [-1.7646, 2.9695, -1.4531], [-0.9936, -1.9984, 4.5981], [-0.7443, -4.3504, 3.2267], [0.7972, -3.9721, 0.1436], [-0.8121, -3.6465, -0.5072], [-0.5841, -4.9141, 0.6985], [-2.7775, 0.0552, 4.6740], [-2.3724, 0.5576, 7.3183], [-0.1419, 1.7679, 8.5676], [1.2850, 2.0365, 7.5601], [0.9666, 0.4393, 8.2415], [-2.7576, -1.4136, -0.5899], [-0.9287, -1.7172, -4.4500], [0.4937, -0.4015, -5.0406], [-1.5107, -1.4323, -3.5825], [-1.0857, -2.5755, -5.0860], [-1.0484, 0.3311, -2.1252], [-0.3478, 1.1225, -2.8483], [0.5534, 1.7227, -2.1883], [0.6620, 1.4582, -0.9096], [1.3784, 2.7397, -2.7668], [1.0445, 3.2489, -4.0194], [1.8674, 4.2134, -4.5693], [2.9841, 4.6642, -3.8708], [3.2784, 4.1607, -2.6115], [2.4739, 3.1871, -2.0419], [0.1455, 2.9334, -4.5310], [1.6259, 4.6329, -5.5360], [3.6169, 5.4250, -4.3068], [4.1364, 4.5282, -2.0664], [2.6831, 2.7925, -1.0590], [1.0062, -1.5922, -1.3810]],
  "forces_ev_per_a": [[-0.1, -0.1, 0.0], [0.0, 0.0, 0.0], [0.0, 0.0, 0.0], [0.0, 0.0, 0.0], [0.0, 0.0, 0.0], [0.0, 0.0, 0.0], [0.0, 0.0, 0.0], [0.0, 0.0, -0.1], [0.0, 0.0, 0.0], [0.0, 0.0, 0.0], [0.0, 0.0, 0.0], [0.0, 0.0, 0.0], [0.0, 0.0, 0.0], [0.0, 0.0, 0.0], [0.0, 0.0, 0.0], [0.0, 0.0, 0.0], [0.0, 0.0, 0.0], [0.0, 0.0, 0.0], [0.0, 0.0, 0.0], [0.0, 0.0, 0.0], [-0.1, 0.0, 0.0], [0.0, 0.0, 0.0], [0.0, 0.0, 0.0], [0.0, 0.0, 0.0], [0.0, 0.0, 0.0], [0.0, 0.0, 0.1], [0.0, 0.0, 0.0], [0.0, 0.0, 0.0], [0.0, 0.0, 0.0], [0.0, 0.0, 0.0], [0.0, 0.0, 0.0], [0.0, 0.0, 0.0], [0.0, 0.0, 0.0], [0.0, 0.0, 0.0], [0.0, 0.0, 0.0], [0.0, 0.0, 0.0], [0.0, 0.0, 0.0], [0.0, 0.0, 0.0], [0.0, 0.0, 0.0], [0.0, 0.0, 0.0], [0.0, 0.0, 0.0], [0.0, 0.0, 0.0], [0.0, 0.0, 0.0], [0.0, 0.0, 0.0], [0.0, 0.0, 0.0], [0.0, 0.0, 0.0], [0.0, 0.0, 0.0], [0.0, 0.0, 0.0], [0.0, 0.0, 0.0], [0.0, 0.0, 0.0], [0.0, 0.0, 0.0], [0.0, 0.0, -0.1], [0.0, -0.1, 0.0], [0.0, 0.0, 0.0], [0.1, 0.1, -0.1], [0.0, 0.0, 0.0], [0.0, 0.0, 0.0], [0.0, 0.0, 0.0], [0.0, 0.0, 0.0], [0.0, 0.0, 0.0], [0.0, 0.0, 0.0], [0.0, 0.0, 0.0], [0.0, 0.0, 0.0], [0.0, 0.0, 0.0], [0.0, 0.0, 0.0], [0.0, 0.0, 0.0], [0.0, 0.0, 0.0]],
  "mulliken_spin": [1.037, 0.002, 0.002, -0.002, 0.004, -0.023, -0.017, 0.023, -0.014, 0.005, -0.006, -0.016, 0.008, 0.003, -0.025, 0.006, -0.002, -0.003, 0.000, -0.029, -0.002, 0.000, 0.000, 0.000, 0.000, 0.000, 0.000, 0.000, 0.001, 0.000, 0.000, 0.000, 0.000, 0.000, -0.004, 0.001, 0.000, 0.000, 0.000, 0.001, 0.001, 0.000, 0.000, 0.000, 0.000, 0.000, -0.023, 0.766, 0.850, 0.165, 0.016, -0.002, -0.028, 0.116, 0.072, -0.022, 0.029, -0.007, 0.035, -0.015, 0.029, 0.004, 0.000, 0.001, 0.000, 0.004, 0.060]
}

(2)
{
  "formula": "C23H27BrClN3O4",
  "method": "ωB97M-V/def2-TZVPD",
  "total_charge": 0,
  "smiles": "COC(=O)CN[C@@H](c1ccccc1Cl)c1cc(Br)ccc1NC(=O)CCN1CCOCC1",
  "lumo_energy_ev": 0.37,
  "homo_energy_ev": -8.2099,
  "species": ["C", "O", "C", "O", "C", "N", "C", "C", "C", "C", "C", "C", "C", "Cl", "C", "C", "C", "Br", "C", "C", "C", "N", "C", "O", "C", "C", "N", "C", "C", "O", "C", "C", "H", "H", "H", "H", "H", "H", "H", "H", "H", "H", "H", "H", "H", "H", "H", "H", "H", "H", "H", "H", "H", "H", "H", "H", "H", "H", "H"],
  "xyz": [[1.4765, 4.6494, -0.9299], [0.2524, 4.1298, -1.4411], [0.0242, 2.8385, -1.2482], [0.7883, 2.0971, -0.6730], [-1.3002, 2.3925, -1.8506], [-1.6083, 1.0024, -1.6171], [-1.9643, 0.6992, -0.2303], [-3.4010, 1.0780, 0.0506], [-4.3082, 1.3227, -0.9717], [-5.6230, 1.6501, -0.6919], [-6.0518, 1.7333, 0.6216], [-5.1663, 1.4828, 1.6553], [-3.8528, 1.1553, 1.3648], [-2.7617, 0.8185, 2.6717], [-1.7653, -0.7801, 0.0307], [-2.7599, -1.6645, -0.3593], [-2.6286, -3.0154, -0.1040], [-4.0174, -4.1999, -0.6473], [-1.5123, -3.5137, 0.5437], [-0.5087, -2.6418, 0.9123], [-0.6096, -1.2746, 0.6533], [0.4351, -0.4135, 0.9900], [1.3616, -0.6086, 1.9701], [1.3267, -1.5063, 2.7805], [2.4623, 0.4419, 1.9566], [3.2502, 0.3451, 0.6416], [3.2823, -1.0259, 0.1647], [3.6732, -1.1289, -1.2283], [3.5199, -2.5835, -1.6738], [4.3167, -3.4429, -0.8972], [3.9737, -3.3307, 0.4654], [4.1236, -1.8964, 0.9692], [1.4948, 5.7011, -1.2009], [2.3249, 4.1237, -1.3722], [1.5133, 4.5326, 0.1548], [-2.0993, 3.0162, -1.4409], [-1.2544, 2.5743, -2.9291], [-0.8264, 0.4201, -1.9014], [-1.3406, 1.2668, 0.4792], [-3.9640, 1.2419, -1.9911], [-6.3139, 1.8345, -1.5004], [-7.0765, 1.9862, 0.8461], [-5.4890, 1.5348, 2.6831], [-3.6428, -1.2884, -0.8520], [-1.4231, -4.5689, 0.7500], [0.3670, -3.0139, 1.4162], [0.5506, 0.4163, 0.4206], [3.1050, 0.2592, 2.8177], [2.0303, 1.4388, 2.0523], [4.2641, 0.7607, 0.7821], [2.7481, 0.9404, -0.1233], [3.0196, -0.4926, -1.8301], [4.7201, -0.8106, -1.3845], [3.8470, -2.7094, -2.7076], [2.4609, -2.8724, -1.5846], [4.6420, -4.0022, 1.0064], [2.9321, -3.6512, 0.6143], [3.7978, -1.8538, 2.0079], [5.1851, -1.5940, 0.9092]],
  "forces_ev_per_a": [[0.4, 0.0, 0.2], [-0.3, 0.0, -0.2], [-0.2, -0.2, 0.0], [0.1, 0.1, 0.0], [0.0, -0.1, 0.0], [0.3, 0.0, 0.0], [0.0, 0.0, 0.0], [0.1, 0.1, 0.1], [0.0, 0.0, 0.1], [-0.1, 0.0, 0.0], [0.0, 0.0, 0.0], [0.1, 0.0, 0.1], [-0.1, 0.1, -0.1], [0.0, 0.0, 0.1], [0.3, 0.0, 0.1], [0.1, -0.2, 0.0], [-0.2, -0.1, -0.1], [0.1, 0.1, 0.0], [-0.2, 0.1, -0.1], [0.1, 0.0, 0.0], [-0.3, -0.3, -0.1], [-0.2, 0.4, -0.1], [0.1, 0.5, 0.0], [0.0, -0.3, 0.2], [0.2, -0.2, 0.0], [0.0, 0.0, -0.1], [0.2, 0.1, 0.0], [-0.1, -0.3, -0.1], [-0.1, 0.3, -0.2], [0.2, -0.1, 0.0], [0.1, 0.1, 0.4], [0.0, -0.3, -0.1], [0.0, -0.1, 0.0], [-0.1, 0.1, 0.0], [0.0, 0.0, -0.1], [0.1, 0.1, -0.1], [0.0, 0.1, 0.1], [-0.1, 0.0, 0.0], [-0.1, -0.1, -0.1], [0.0, 0.0, -0.1], [-0.1, 0.0, -0.1], [-0.1, 0.0, 0.0], [0.0, 0.0, 0.1], [-0.1, 0.0, 0.0], [0.0, -0.1, 0.0], [0.0, 0.0, 0.0], [0.0, -0.1, 0.0], [-0.1, 0.0, 0.0], [0.0, 0.1, 0.0], [-0.1, 0.0, 0.0], [0.1, 0.0, 0.0], [0.0, 0.0, 0.0], [-0.1, 0.0, 0.0], [-0.1, 0.0, 0.0], [0.1, 0.0, 0.0], [-0.1, 0.0, 0.0], [0.1, 0.0, 0.0], [0.0, 0.0, 0.1], [0.0, 0.0, 0.0]],
  "nbo_charge": [-0.264, -0.491, 0.801, -0.653, -0.333, -0.617, -0.107, -0.071, -0.163, -0.226, -0.202, -0.222, -0.022, 0.011, -0.050, -0.169, -0.108, 0.040, -0.224, -0.204, 0.163, -0.643, 0.718, -0.617, -0.506, -0.217, -0.453, -0.243, -0.072, -0.523, -0.071, -0.263, 0.204, 0.196, 0.196, 0.237, 0.236, 0.379, 0.206, 0.227, 0.216, 0.219, 0.229, 0.225, 0.230, 0.248, 0.431, 0.229, 0.228, 0.174, 0.216, 0.200, 0.166, 0.192, 0.167, 0.195, 0.168, 0.223, 0.165]
}

Short version: largest force on an atom = 0.11; 0.55 eV/A, in the order given.
Short version: energy relative to the best compared isomer or geometry (same formula, charge and spin) = 0.0; 0.6 kcal per mole, in the order given.